[1]
{"formula": "H26O13", "method": "the ωB97M-V functional and the def2-TZVPD basis", "e_above_lowest_kcal_mol": 123.16, "energy_ev": -27036.606, "max_force_ev_per_a": 5.2, "species": ["H", "H", "H", "H", "H", "H", "H", "H", "H", "H", "H", "H", "H", "H", "H", "H", "H", "H", "H", "H", "H", "H", "H", "H", "H", "H", "O", "O", "O", "O", "O", "O", "O", "O", "O", "O", "O", "O", "O"], "coordinates": [[0.462, 0.790, 1.402], [0.298, 0.224, 0.011], [3.243, 3.096, -0.925], [1.812, 3.510, -0.778], [-1.613, -2.683, -0.104], [-2.431, -3.875, -0.005], [-1.741, 0.034, 3.384], [-0.762, 1.154, 3.613], [-1.951, 1.629, 1.060], [-0.614, 2.169, 0.550], [1.499, 2.160, 6.598], [1.567, 3.059, 5.464], [1.886, -1.001, -3.057], [1.443, -1.100, -1.555], [-4.867, -0.650, 0.745], [-3.625, 0.100, 1.351], [0.439, 0.987, -4.571], [0.173, 1.006, -3.015], [4.165, -0.589, -0.605], [4.422, 0.800, -0.228], [-0.386, -2.189, -3.479], [-1.570, -2.599, -2.597], [1.812, -3.724, 0.615], [1.010, -2.648, -0.007], [-1.674, -0.232, -1.379], [-2.630, 0.830, -2.059], [0.449, -0.032, 0.943], [2.747, 3.774, -0.616], [-1.609, -3.561, -0.505], [-1.566, 0.952, 3.294], [-1.204, 2.208, 1.235], [1.364, 2.139, 5.578], [2.171, -1.003, -2.198], [-3.967, -0.546, 0.699], [-0.160, 1.283, -3.913], [3.868, 0.107, 0.077], [-1.351, -2.075, -3.323], [1.485, -3.517, -0.255], [-2.594, 0.014, -1.444]], "atomic_forces_ev_per_a": [[-0.1178, 0.9636, 0.8492], [0.2022, -0.1680, 0.8209], [2.4020, -3.3350, -1.5104], [1.1446, 0.3807, 0.1706], [0.4230, 0.3771, -0.2014], [1.5417, 0.0187, -1.3242], [0.1763, -1.1726, 0.4198], [4.4189, 0.9114, 1.8305], [0.3526, -0.0627, -0.1425], [1.7534, -0.0397, -3.0142], [-0.5113, -0.7987, -2.4453], [0.1027, 0.9454, -0.9456], [-1.5393, -0.1689, -3.1171], [0.5495, -0.1205, -0.9111], [-3.2872, 0.0137, 0.6045], [-0.9494, -0.6585, -0.5149], [0.9793, -0.5077, -0.6777], [-0.2509, 0.3234, -1.8152], [-1.1731, 1.1058, 1.6425], [0.7780, 1.4889, -0.0125], [-1.2027, -0.1736, 0.2452], [-0.5212, -1.6487, 2.0546], [0.4785, -0.5590, 0.5240], [0.9514, -2.0391, -0.7822], [0.3504, -0.1056, -0.4170], [0.3281, -2.1532, 1.3241], [0.0127, -1.3328, -1.7302], [-3.5613, 2.9707, 1.3216], [-2.1671, -0.2000, 1.4695], [-4.9410, -0.3265, -1.4368], [-1.9028, 1.1354, 2.2728], [0.3646, -0.1713, 3.3270], [1.0998, 0.3034, 3.8632], [3.9639, 0.4297, 0.4679], [-0.6776, 0.2397, 2.4873], [0.3633, -2.5558, -1.5936], [1.8361, 1.6302, -2.1862], [-1.3260, 2.5992, 0.4227], [-0.4442, 2.4606, -1.3394]], "lowdin_charge": [0.005, 0.024, -0.044, 0.056, 0.020, 0.092, 0.038, -0.029, 0.036, -0.031, 0.090, 0.009, -0.022, 0.028, -0.011, 0.045, 0.012, 0.040, 0.078, -0.006, 0.049, -0.036, 0.024, 0.051, -0.017, 0.099, -0.038, -0.014, -0.075, 0.009, -0.025, -0.087, -0.009, -0.030, -0.054, -0.078, -0.037, -0.077, -0.084]}



[2]
{"formula": "C15H24IrN6O6", "method": "the ωB97M-V functional and the def2-TZVPD basis", "e_above_lowest_kcal_mol": 0.00, "energy_ev": -39993.793, "multiplicity": 5, "total_charge": 1, "max_force_ev_per_a": 3.8, "species": ["O", "H", "Ir", "N", "N", "N", "N", "O", "O", "O", "O", "C", "C", "C", "C", "C", "H", "H", "H", "C", "H", "H", "H", "C", "C", "H", "H", "H", "H", "H", "H", "H", "H", "C", "H", "H", "H", "O", "H", "H", "N", "C", "C", "C", "C", "C", "N", "C", "H", "H", "H", "H"], "coordinates": [[-2.389, 3.017, -1.592], [-2.384, 3.664, -2.323], [-0.088, 0.303, -0.567], [-1.238, 1.272, 0.694], [1.107, 1.836, -0.198], [-1.167, -1.363, -0.656], [1.201, -0.946, -1.399], [-2.299, 0.817, 1.210], [-2.442, -1.528, -0.230], [2.501, -0.648, -1.636], [2.314, 1.931, -0.633], [0.505, 2.850, 0.495], [-0.784, 2.541, 0.984], [-0.578, -2.418, -1.247], [0.780, -2.197, -1.628], [-1.760, 3.453, 1.614], [-2.632, 3.575, 0.961], [-1.314, 4.434, 1.777], [-2.100, 3.067, 2.579], [1.205, 4.156, 0.539], [1.422, 4.524, -0.474], [2.155, 4.086, 1.085], [0.573, 4.894, 1.042], [-1.297, -3.710, -1.357], [1.702, -3.239, -2.140], [-2.383, -3.572, -1.355], [-1.034, -4.384, -0.529], [-1.003, -4.213, -2.285], [2.748, -2.937, -2.015], [1.515, -3.420, -3.207], [1.526, -4.184, -1.609], [-2.689, -0.663, 0.231], [2.594, 0.324, -1.359], [-0.746, 1.195, -2.167], [-1.645, 2.328, -1.869], [-1.404, 0.599, -2.818], [0.012, 1.729, -2.759], [-4.238, 1.038, -1.069], [-3.675, 1.820, -1.307], [-4.401, 0.563, -1.906], [0.104, -4.033, 4.476], [0.606, -3.254, 3.760], [1.268, -2.301, 2.898], [2.665, -2.189, 2.914], [3.253, -1.219, 2.117], [2.435, -0.433, 1.309], [1.112, -0.621, 1.213], [0.516, -1.488, 2.044], [3.249, -2.847, 3.561], [4.324, -1.038, 2.081], [2.875, 0.374, 0.731], [-0.575, -1.545, 2.016]], "atomic_forces_ev_per_a": [[0.5061, 0.3398, -0.5541], [-0.1386, -0.2956, 0.4133], [1.3090, -1.4902, 3.2600], [-0.4271, 0.7325, 0.0522], [0.2164, 0.7021, -0.4870], [-1.8591, 2.4403, 0.7315], [1.0821, 2.1851, -0.9896], [0.9256, 0.5751, -0.4700], [0.7714, 0.2906, -0.0050], [-0.4698, 0.1905, 0.1124], [-1.2002, 0.0532, 0.3856], [-0.0189, -0.3265, -0.5042], [-0.2653, -0.0796, -0.3350], [2.8758, -1.7910, -1.2611], [-2.3910, -1.9901, 0.4348], [0.1879, 0.5863, 0.5279], [0.1834, -0.1824, 0.0781], [-0.1008, -0.0705, 0.0310], [-0.0096, -0.0170, -0.1452], [-0.0911, 0.5233, 0.5118], [-0.0320, -0.2598, 0.2382], [-0.2073, -0.0257, -0.1927], [0.2262, -0.0719, -0.0910], [0.0735, -0.5240, -0.3548], [-0.0094, -0.4907, -0.2157], [0.3167, -0.0042, 0.0025], [-0.0899, 0.1835, -0.1024], [-0.1036, 0.0296, 0.1757], [-0.3208, -0.1046, -0.0441], [0.1404, 0.0157, 0.1809], [0.1154, 0.2055, -0.1674], [0.1578, -0.3495, -0.3969], [-0.1717, -0.5334, -0.3394], [0.5220, -1.3511, -2.0121], [-1.0291, 0.9528, 0.4545], [-0.0607, 0.4183, 0.1893], [-0.1933, 0.0776, 0.2160], [0.5166, -0.0067, -0.6358], [-0.6168, -0.6620, 0.0839], [0.0438, 0.4662, 0.5797], [1.1263, 1.8328, -1.7291], [-0.9839, -1.5836, 1.5099], [-0.1824, 0.0309, 0.0667], [-0.0711, -0.0582, 0.0231], [-0.2645, 0.2218, -0.1464], [0.2465, -0.3540, 0.2692], [-0.5284, 0.0773, 0.7419], [0.4511, -0.2568, -0.0690], [-0.1484, 0.2430, -0.2211], [-0.1954, -0.1463, 0.2034], [-0.1446, -0.2716, 0.0284], [0.3303, -0.0769, -0.0327]], "lowdin_charge": [-0.105, 0.081, 1.426, -0.237, -0.258, -0.167, -0.179, -0.006, 0.048, 0.031, -0.073, -0.218, -0.214, -0.243, -0.249, 0.005, 0.102, 0.083, 0.104, 0.006, 0.108, 0.104, 0.082, 0.005, 0.005, 0.094, 0.111, 0.099, 0.090, 0.109, 0.098, 0.094, 0.089, -0.195, -0.059, 0.034, 0.036, -0.089, -0.003, 0.049, 0.187, -0.154, -0.183, 0.024, -0.001, -0.099, -0.018, -0.048, 0.140, 0.127, 0.096, 0.129]}



[3]
{"formula": "C28H30N3O4ReS", "method": "the ωB97M-V functional and the def2-TZVPD basis", "e_above_lowest_kcal_mol": 0.00, "energy_ev": -55130.568, "total_charge": 2, "max_force_ev_per_a": 3.5, "species": ["Re", "S", "C", "C", "C", "C", "C", "C", "N", "C", "C", "C", "C", "C", "C", "C", "H", "H", "H", "H", "H", "H", "H", "H", "C", "O", "C", "O", "H", "H", "H", "C", "C", "N", "C", "C", "C", "C", "N", "H", "H", "H", "H", "H", "H", "H", "H", "H", "H", "H", "H", "H", "H", "O", "O", "C", "C", "C", "C", "C", "C", "C", "H", "H", "H", "H", "H"], "coordinates": [[-7.039, 0.706, 16.624], [-8.271, -3.803, 16.572], [-8.348, -3.335, 18.264], [-8.692, -4.272, 19.301], [-8.596, -3.746, 20.575], [-8.042, -2.426, 20.783], [-7.580, -1.609, 19.775], [-7.813, -2.026, 18.416], [-7.602, -1.396, 17.174], [-7.872, -2.213, 16.208], [-7.543, -1.701, 14.865], [-7.761, -2.452, 13.695], [-7.553, -1.956, 12.453], [-7.145, -0.618, 12.377], [-6.853, 0.116, 13.526], [-7.100, -0.419, 14.811], [-9.088, -5.242, 19.152], [-8.866, -4.379, 21.421], [-7.857, -2.218, 21.866], [-7.155, -0.635, 19.918], [-8.184, -3.438, 13.791], [-7.513, -2.621, 11.576], [-7.053, -0.140, 11.439], [-6.453, 1.076, 13.274], [-9.576, 2.319, 20.122], [-9.995, 2.013, 18.761], [-9.182, 1.559, 17.896], [-8.035, 1.186, 18.363], [-8.990, 3.253, 20.069], [-8.996, 1.524, 20.663], [-10.534, 2.559, 20.584], [-12.886, 0.415, 13.224], [-11.911, 1.372, 14.009], [-11.011, 0.841, 15.079], [-10.647, -0.571, 15.060], [-10.902, -1.341, 16.339], [-10.448, 1.693, 15.885], [-10.886, 3.101, 16.071], [-9.364, 1.298, 16.636], [-13.508, 1.085, 12.600], [-13.622, -0.160, 13.803], [-12.358, -0.158, 12.497], [-12.596, 2.111, 14.457], [-11.371, 1.940, 13.265], [-9.602, -0.682, 14.815], [-11.206, -0.998, 14.240], [-10.301, -0.928, 17.155], [-10.561, -2.350, 16.316], [-11.996, -1.401, 16.557], [-11.946, 3.177, 16.448], [-10.856, 3.726, 15.106], [-10.221, 3.529, 16.856], [-7.380, 3.748, 14.719], [-6.714, 2.457, 15.968], [-7.822, 3.082, 15.308], [-5.403, 0.525, 17.137], [-4.110, 0.477, 17.664], [-3.798, 0.573, 19.054], [-2.544, 0.214, 19.487], [-1.538, -0.087, 18.538], [-1.794, -0.090, 17.192], [-3.090, 0.180, 16.796], [-4.530, 0.668, 19.883], [-2.271, 0.321, 20.543], [-0.428, -0.141, 18.942], [-1.101, -0.323, 16.392], [-3.239, 0.198, 15.711]], "atomic_forces_ev_per_a": [[-1.5776, 0.6882, -0.7750], [-0.5859, 0.0654, 0.6421], [0.5436, -1.1530, -0.0363], [0.4599, 3.0932, 0.1917], [0.5954, 0.6507, -0.4780], [0.3203, -1.4601, 1.3687], [-0.9922, -0.2037, -1.6342], [-0.7984, -1.3966, 1.4954], [-0.0023, 0.7687, 1.9915], [1.4600, 0.2384, -2.3581], [-1.1310, -1.6786, -0.2676], [-0.5359, -0.7712, 1.3431], [0.9991, 0.5481, -0.9224], [-0.0280, -0.6402, 0.9475], [-0.6629, -0.5382, -0.5147], [1.2403, 1.9535, -0.2508], [-0.1341, -0.7475, -0.5014], [0.0848, 0.4243, -0.1193], [-0.2159, 0.3742, -1.2174], [0.2126, 0.2464, 0.4370], [0.1744, -0.4131, 0.0932], [-0.6282, 0.5513, 0.3837], [0.3787, 0.3337, -0.8910], [0.1029, 0.6749, 0.7349], [0.3523, 0.6223, 0.5406], [-1.6203, 0.4409, -0.0946], [1.3058, -0.9435, 1.2753], [1.2837, -0.4149, -0.4638], [-0.0863, -0.5302, 0.1059], [-0.8009, 0.5706, -0.9369], [0.2965, -0.2707, 0.2530], [0.0517, 1.2713, 0.4129], [-2.4432, 0.0208, 0.0568], [-0.0721, 0.8451, -0.4591], [0.2493, -0.9436, -0.3605], [-1.1733, 0.8108, 0.7774], [0.1768, -0.0604, 0.6820], [-0.6520, 1.5175, -0.3421], [-0.8898, -0.6692, -1.0669], [0.3308, -0.0567, 0.3970], [0.6505, 0.0154, 0.1080], [0.3523, -0.8757, -0.2632], [0.4904, -0.2867, 0.2217], [0.7265, -0.0779, -0.0773], [0.2371, 0.3442, -0.2783], [-0.0623, -0.1634, -0.0856], [-0.6321, 0.1934, 0.1019], [0.1615, -0.8009, -0.7185], [0.8779, 0.3047, 0.1896], [0.9764, -0.2869, -0.4295], [0.1626, -0.9750, 1.4330], [-0.6533, 0.0573, -0.9602], [-0.1538, -0.6968, 0.7784], [-0.0932, -0.6987, -0.4208], [0.4004, 0.4571, -0.4867], [0.4621, 0.1792, 0.7301], [0.0327, -0.0297, 1.3552], [-0.8482, -1.2853, 0.9622], [0.8566, 0.7503, -0.5536], [2.8440, 0.5783, 1.9207], [-0.5485, -0.1687, -0.2238], [0.8202, -0.1425, -2.0764], [0.0924, 0.4411, -1.1133], [-0.2231, -0.2927, -0.4601], [-2.4704, -0.3424, -0.9648], [0.3606, 0.1134, 0.4660], [-0.4080, -0.1298, 0.4058]], "lowdin_charge": [1.708, 1.203, -0.398, -0.051, -0.049, -0.053, -0.016, -0.239, -0.031, -0.592, -0.286, -0.044, -0.042, -0.043, -0.069, -0.216, 0.107, 0.120, 0.128, 0.087, 0.108, 0.135, 0.104, 0.098, 0.040, 0.043, -0.613, -0.121, 0.116, 0.118, 0.109, -0.054, -0.133, 0.021, -0.153, -0.037, -0.264, 0.022, 0.085, 0.096, 0.093, 0.062, 0.120, 0.128, 0.089, 0.117, 0.067, 0.042, 0.112, 0.131, 0.136, 0.099, 0.140, -0.314, -0.086, -0.096, -0.272, -0.012, -0.056, -0.034, -0.052, -0.036, 0.130, 0.124, 0.166, 0.124, 0.135]}